[1]
{
  "formula": "C14H22F9I2NO9P2SYb",
  "method": "wB97M-V/def2-TZVPD",
  "homo_ev": -13.425,
  "gap_ha": 0.18999,
  "lumo_energy_ha": -0.30338,
  "largest_force_ev_per_a": 5.66,
  "mol_weight_g_mol": 1040.17,
  "total_charge": 2,
  "elements": ["C", "C", "C", "I", "C", "I", "C", "C", "C", "O", "O", "C", "C", "O", "C", "P", "N", "O", "O", "S", "O", "O", "C", "F", "F", "C", "F", "F", "C", "F", "F", "C", "F", "F", "F", "P", "O", "O", "H", "H", "H", "H", "H", "H", "H", "H", "H", "H", "H", "H", "H", "H", "H", "H", "H", "H", "H", "H", "H", "H", "Yb"],
  "coordinates": [[4.327, 2.411, 1.458], [3.105, 2.007, 0.613], [3.310, 0.561, 0.128], [4.590, 0.655, -1.616], [2.043, -0.238, -0.156], [0.906, -0.591, 1.753], [2.413, -1.674, -0.590], [3.242, -2.506, 0.389], [2.525, -3.787, 0.793], [2.202, -4.569, -0.337], [1.249, 0.234, -1.180], [0.344, 1.326, -0.949], [-1.118, 0.783, -0.973], [-1.217, -0.062, -2.048], [-2.381, -0.905, -2.065], [-1.963, -2.606, -1.554], [-3.152, -3.534, -1.826], [-1.455, -2.594, -0.022], [-0.716, -3.001, -2.468], [-2.343, 2.169, -0.985], [-1.807, 3.325, -0.342], [-2.724, 2.419, -2.322], [-3.943, 1.844, -0.041], [-4.395, 3.049, 0.296], [-4.861, 1.289, -0.815], [-3.909, 0.999, 1.272], [-3.583, -0.282, 1.079], [-5.162, 0.990, 1.754], [-3.071, 1.592, 2.429], [-3.498, 2.749, 2.846], [-1.713, 1.784, 2.092], [-3.089, 0.655, 3.741], [-2.285, 1.383, 4.729], [-4.242, 0.551, 4.269], [-2.451, -0.517, 3.548], [0.541, 2.639, -2.368], [2.150, 2.779, -2.590], [-0.014, 1.909, -3.704], [5.244, 2.223, 0.907], [4.371, 1.791, 2.351], [4.331, 3.470, 1.684], [2.254, 2.078, 1.293], [3.046, 2.728, -0.194], [3.930, 0.078, 0.868], [1.450, -2.184, -0.676], [2.816, -1.651, -1.592], [3.523, -1.994, 1.308], [4.173, -2.809, -0.082], [1.608, -3.519, 1.327], [3.122, -4.341, 1.513], [1.257, -4.718, -0.330], [0.520, 1.900, -0.047], [-1.288, 0.199, -0.054], [-3.249, -0.498, -1.550], [-2.666, -1.016, -3.103], [-2.876, -4.229, -2.511], [-2.123, -3.096, 0.467], [0.085, -2.508, -2.240], [2.487, 1.976, -3.021], [0.642, 1.837, -4.408], [-0.509, 1.048, 3.853]]
}

[2]
{
  "formula": "C14H22N11O2P2Ru",
  "method": "wB97M-V/def2-TZVPD",
  "homo_ev": [-11.372, -11.453],
  "gap_ha": [0.30536, 0.20277],
  "lumo_energy_ha": [-0.11255, -0.21811],
  "de_lowest_kj_mol": 359.07,
  "largest_force_ev_per_a": 2.12,
  "mol_weight_g_mol": 539.42,
  "s2": 6.06,
  "total_charge": 1,
  "multiplicity": 5,
  "elements": ["Ru", "C", "P", "C", "C", "C", "P", "C", "C", "H", "H", "H", "H", "H", "H", "H", "H", "H", "H", "H", "H", "H", "H", "H", "H", "N", "C", "N", "N", "N", "N", "C", "N", "N", "N", "N", "H", "O", "N", "N", "O", "C", "C", "C", "C", "C", "C", "H", "H", "H", "H", "H"],
  "coordinates": [[0.429, 0.049, 0.541], [-0.411, -1.145, 3.886], [0.502, 0.024, 2.839], [-0.010, 1.678, 3.423], [2.255, -0.154, 3.359], [3.102, 0.801, 2.530], [2.730, 0.559, 0.732], [3.968, -0.686, 0.254], [3.369, 2.102, 0.005], [-0.182, -0.931, 4.932], [-0.117, -2.166, 3.641], [-1.480, -1.026, 3.710], [0.351, 1.847, 4.438], [-1.100, 1.720, 3.410], [0.377, 2.447, 2.750], [2.546, -1.190, 3.158], [2.359, 0.032, 4.430], [4.170, 0.632, 2.688], [2.878, 1.838, 2.791], [4.955, -0.241, 0.387], [3.821, -0.971, -0.784], [3.855, -1.575, 0.874], [4.378, 2.280, 0.380], [2.724, 2.941, 0.271], [3.400, 2.018, -1.081], [0.717, -0.169, -3.664], [0.549, 0.817, -2.746], [1.097, 2.015, -2.641], [0.682, 2.535, -1.515], [-0.108, 1.741, -0.884], [-0.228, 0.635, -1.643], [0.623, -1.477, -3.276], [0.201, -2.515, -3.962], [0.305, -3.548, -3.163], [0.755, -3.245, -2.020], [0.989, -1.937, -2.030], [0.838, 0.046, -4.643], [1.523, -1.269, -1.062], [-0.980, -0.430, -1.399], [-2.020, -0.227, -0.549], [-1.703, -0.230, 0.720], [-3.282, -0.281, -1.055], [-4.415, -0.435, -0.243], [-5.656, -0.484, -0.842], [-5.784, -0.360, -2.222], [-4.660, -0.191, -3.023], [-3.414, -0.158, -2.451], [-4.303, -0.545, 0.826], [-6.542, -0.626, -0.242], [-6.758, -0.401, -2.679], [-4.759, -0.085, -4.090], [-2.535, -0.057, -3.068]]
}